Density functional theory data (ωB97M-V/def2-TZVPD) for a molecular structure, C33H35F5N4OP2Pd.

The geometry in XYZ format:
```
81
Properties=species:S:1:pos:R:3:forces:R:3
Pd 0.144 1.746 -3.680 -0.129 -1.501 2.290
C -1.579 1.549 -6.260 -0.936 -0.414 -0.136
C -1.574 0.213 -6.112 -1.192 0.636 -1.004
C -0.807 -0.651 -7.062 1.012 0.184 -0.474
C 0.664 -0.087 -7.303 1.010 -0.583 -1.019
C 1.397 0.643 -6.173 0.297 0.356 0.574
C 1.024 1.857 -5.618 2.187 -0.980 -2.335
C 0.487 2.858 -6.609 -0.690 -0.083 -0.032
C -0.795 2.321 -7.275 0.047 1.113 -0.596
C 0.577 1.398 -1.266 -0.341 -1.163 1.675
H -2.253 2.176 -5.671 0.183 -0.404 0.182
H -2.321 -0.261 -5.459 0.687 0.511 -0.275
H -1.265 -0.714 -8.080 0.093 0.311 0.748
H -0.760 -1.702 -6.754 0.070 0.230 0.283
H 1.294 -0.956 -7.639 -0.458 0.738 0.415
H 0.619 0.569 -8.201 0.245 -0.577 0.682
H 2.408 0.232 -5.892 -1.470 0.028 0.298
H 1.667 2.205 -4.790 0.666 0.416 -0.657
H 1.257 3.105 -7.364 -0.252 -0.188 0.320
H 0.236 3.779 -6.117 -0.069 0.538 0.344
H -1.346 3.219 -7.607 -0.181 -0.436 0.220
H -0.564 1.800 -8.212 -0.348 0.013 0.527
H -0.307 1.780 -0.723 0.260 0.144 -0.536
H 1.511 1.709 -0.698 -1.026 -0.164 -1.014
H 0.490 0.258 -1.189 -0.020 1.996 0.880
P 1.450 -0.331 -2.977 2.812 -0.275 1.082
P -1.510 -0.847 -2.300 -0.685 0.910 0.682
N 3.097 0.580 -3.141 -0.936 0.365 -0.529
N 2.366 -1.685 -1.779 0.455 0.543 -0.067
N -2.740 0.478 -2.587 -0.213 0.137 -0.995
N -2.815 -1.865 -1.787 -0.102 -1.371 0.970
C 0.761 -1.596 -4.135 0.949 -0.211 -1.294
C -0.724 -1.820 -3.789 -1.595 0.588 0.021
C 3.071 1.947 -2.803 1.190 0.538 -0.949
C 4.136 2.616 -3.406 -1.082 -1.418 0.497
C 4.853 1.633 -4.160 -0.672 -0.755 0.280
C 4.217 0.395 -3.958 0.260 1.086 -0.230
C 3.076 -1.328 -0.624 -0.101 -0.392 -0.105
C 3.874 -2.400 -0.189 -1.044 1.170 -0.579
C 3.701 -3.448 -1.127 -1.171 0.557 -0.711
C 2.774 -2.984 -2.080 0.441 -0.184 0.282
C -2.751 1.821 -2.102 0.158 -0.520 -1.064
C -3.478 2.603 -3.001 0.310 -1.184 0.251
C -4.068 1.704 -3.968 0.796 -0.634 0.629
C -3.631 0.426 -3.667 0.395 1.588 0.175
C -4.149 -2.108 -2.148 0.174 -0.589 0.173
C -4.756 -2.838 -1.145 0.229 0.302 0.171
C -3.800 -2.990 -0.081 0.778 0.495 -0.803
C -2.620 -2.409 -0.509 -1.679 -0.518 -0.748
H 1.300 -2.556 -4.123 -0.273 0.418 0.192
H 0.928 -1.210 -5.167 -0.553 -0.319 1.000
H -1.409 -1.668 -4.631 0.578 -0.528 -0.010
H -0.839 -2.843 -3.412 -0.179 0.171 0.031
H 2.302 2.408 -2.209 0.095 -0.334 -0.142
H 4.329 3.677 -3.276 0.088 -0.346 -0.143
H 5.694 1.874 -4.807 -0.079 -0.501 0.299
H 4.499 -0.598 -4.293 -0.150 0.232 -0.018
H 2.956 -0.327 -0.203 0.050 -0.486 -0.146
H 4.454 -2.424 0.727 -0.036 0.090 -0.282
H 4.151 -4.436 -1.065 -0.206 0.296 -0.229
H 2.393 -3.487 -2.965 0.210 0.017 0.407
H -2.429 2.014 -1.069 0.326 0.045 -0.943
H -3.518 3.688 -3.031 -0.375 -0.278 0.418
H -4.697 1.938 -4.809 -0.132 0.165 0.066
H -3.901 -0.500 -4.147 0.338 0.241 -0.111
H -4.565 -1.764 -3.095 0.210 -0.399 0.667
H -5.781 -3.231 -1.132 0.604 0.413 -0.146
H -3.934 -3.413 0.898 -0.154 -0.255 -0.018
H -1.672 -2.299 -0.039 0.346 -0.097 0.147
F -1.672 -0.623 5.838 -0.373 0.227 -1.561
C -1.742 -0.493 4.492 0.588 -0.300 0.834
C -2.419 0.592 3.899 -0.382 0.582 0.537
F -3.014 1.502 4.725 0.530 -0.999 -1.038
C -2.412 0.723 2.521 -0.502 0.874 0.868
F -2.994 1.770 1.925 0.204 -0.777 0.554
C -1.687 -0.184 1.676 -0.079 0.766 -1.026
O -1.746 -0.038 0.435 0.355 -0.033 1.275
C -0.862 -1.147 2.354 1.235 -0.868 -0.390
F 0.098 -1.755 1.610 -1.364 0.254 0.897
C -0.968 -1.381 3.708 0.467 -0.530 0.045
F -0.277 -2.394 4.300 -0.701 1.310 -0.539
```
Forces are in eV/Å.

Output
E_tot: -78428.8270 eV
orbital gap (spin up / spin down): 6.877 / 4.786 eV
2S+1: 3

***

Density functional theory data (ωB97M-V/def2-TZVPD) for a molecular structure, C33H35F6MnN3O6S4.

The geometry in XYZ format:
```
88
Properties=species:S:1:pos:R:3:forces:R:3
Mn 0.961 1.167 -1.467 -0.661 -0.637 1.715
F 1.950 5.764 -1.937 0.213 -0.171 0.309
C 2.395 4.786 -2.725 -0.236 0.159 -0.107
F 3.166 5.338 -3.660 0.225 -0.245 0.203
F 1.329 4.247 -3.324 0.036 -0.088 0.083
S 3.281 3.458 -1.723 0.260 1.875 -0.518
O 2.174 2.883 -1.002 -0.651 -0.575 0.394
O 4.252 4.148 -0.952 0.294 -0.057 0.014
N 3.968 2.556 -2.810 -0.063 -0.196 0.212
S 3.151 1.487 -3.601 1.515 0.682 -3.115
O 3.816 0.251 -3.898 0.130 0.223 -0.073
O 1.736 1.471 -3.334 -1.193 -0.126 -0.076
C 3.199 2.226 -5.345 -0.012 0.110 -0.330
F 4.466 2.469 -5.688 -0.034 -0.084 0.238
F 2.508 3.358 -5.511 0.095 -0.238 0.436
F 2.700 1.342 -6.218 -0.014 -0.155 0.328
C -3.609 3.466 2.321 0.180 -0.030 -0.062
C -2.115 3.136 2.289 -0.256 0.008 0.058
C -1.812 1.693 2.624 0.009 0.199 0.017
C -1.587 1.434 3.967 -0.114 0.271 -0.117
C -0.914 0.394 4.631 0.367 -0.336 -0.097
C -0.097 -0.541 4.082 0.270 0.601 0.001
C -1.618 -0.711 1.780 0.137 0.008 -0.463
C -1.656 -1.497 0.464 0.258 -0.261 -0.194
C -1.669 -3.018 0.597 -0.117 0.221 0.017
C -1.841 0.760 1.558 -0.053 0.175 0.318
N -1.876 1.087 0.287 -0.411 0.131 -0.309
C -2.407 1.968 -0.481 -0.220 -0.249 0.153
C -1.999 2.114 -1.817 0.176 0.198 -0.370
C -2.690 2.781 -2.845 0.190 -0.226 0.529
C -2.028 2.477 -4.021 0.118 -0.140 -0.160
C -0.955 1.660 -3.668 -0.312 0.101 -0.391
N -0.907 1.441 -2.342 0.462 -0.018 0.136
H -3.765 4.503 2.030 -0.115 0.062 0.013
H -4.016 3.315 3.319 -0.038 0.015 0.079
H -4.172 2.829 1.641 -0.102 -0.057 -0.049
H -1.615 3.782 3.012 0.105 -0.038 -0.093
H -1.705 3.363 1.302 0.045 0.109 0.123
H -1.910 2.230 4.627 0.030 0.114 0.071
H -0.994 0.390 5.712 0.019 -0.068 0.028
H 0.454 -1.228 4.698 0.072 -0.214 0.057
H -0.805 -1.152 -0.134 -0.215 -0.030 0.019
H -2.556 -1.189 -0.069 -0.013 0.074 0.032
H -0.803 -3.389 1.134 0.140 -0.156 0.031
H -1.659 -3.468 -0.393 0.007 -0.029 -0.081
H -2.558 -3.364 1.123 -0.018 -0.073 -0.034
H -3.290 2.538 -0.189 -0.032 0.093 0.081
H -3.572 3.378 -2.717 -0.195 0.100 0.033
H -2.278 2.786 -5.018 -0.059 0.044 -0.152
H -0.250 1.218 -4.350 0.126 0.026 0.058
O 0.640 0.469 0.059 0.588 0.553 -1.452
S 0.256 -0.544 2.359 -0.301 -0.661 1.314
C 1.231 -2.132 2.384 -0.277 0.048 -0.341
C 2.080 -2.296 1.138 0.073 0.323 0.066
C 3.098 -1.158 1.071 -0.197 -0.035 -0.207
C 4.251 -1.393 0.117 -0.156 0.525 -0.474
S 3.923 -0.856 -1.640 -0.010 -1.851 1.294
O 3.077 0.360 -1.468 -0.487 0.316 0.743
C 2.771 -2.199 -2.074 0.231 0.229 -0.220
C 1.428 -1.937 -2.278 -0.142 0.818 0.053
C 0.569 -2.955 -2.655 0.052 0.045 0.059
C 1.059 -4.236 -2.846 -0.029 0.019 0.008
C 2.410 -4.492 -2.677 0.006 -0.020 0.095
C 3.270 -3.477 -2.290 0.004 0.136 0.072
C -2.536 -1.315 2.801 -0.160 -0.161 0.335
C -3.843 -0.838 2.870 0.176 -0.046 -0.103
C -4.781 -1.448 3.683 -0.122 -0.123 -0.023
C -4.436 -2.557 4.437 -0.101 0.058 0.025
C -3.138 -3.032 4.395 0.060 -0.061 -0.066
C -2.199 -2.411 3.590 -0.098 -0.061 -0.109
H 0.554 -2.966 2.530 -0.062 0.012 0.093
H 1.870 -2.031 3.260 -0.046 0.074 0.088
H 1.448 -2.293 0.251 -0.022 -0.072 0.008
H 2.593 -3.262 1.186 -0.109 -0.020 0.051
H 3.511 -1.007 2.073 0.083 0.036 -0.051
H 2.566 -0.242 0.778 0.141 -0.044 0.140
H 4.581 -2.428 0.083 0.100 -0.148 -0.119
H 5.090 -0.765 0.408 0.173 0.017 -0.092
H 1.018 -0.925 -2.122 0.283 -0.881 -0.157
H -0.476 -2.730 -2.798 -0.152 -0.010 -0.033
H 0.387 -5.031 -3.129 -0.053 -0.100 -0.075
H 2.790 -5.489 -2.845 0.081 -0.067 0.005
H 4.322 -3.680 -2.154 0.164 -0.031 -0.037
H -4.132 0.002 2.257 -0.035 0.131 -0.029
H -5.795 -1.076 3.705 -0.062 0.058 0.003
H -5.181 -3.056 5.037 -0.066 -0.027 0.123
H -2.860 -3.907 4.967 0.038 -0.010 0.066
H -1.197 -2.804 3.576 0.091 -0.070 -0.049
```
Forces are in eV/Å.

Output
E_tot: -142505.2035 eV
ΔE to the lowest compared entry with this formula, charge and spin: 520.6 kJ/mol
orbital gap (spin up / spin down): 6.565 / 6.377 eV
2S+1: 6

***

Density functional theory data (ωB97M-V/def2-TZVPD) for a molecular structure, C33H35IrN2O2SSb2.

The geometry in XYZ format:
```
76
Properties=species:S:1:pos:R:3:forces:R:3
Ir 0.960 0.772 0.400 0.633 -0.534 -0.352
C 2.394 0.839 3.950 -0.062 -0.010 0.053
Sb 0.593 1.017 2.870 -0.081 -0.066 0.262
C -0.268 2.883 3.331 -0.016 -0.021 0.014
C -0.706 -0.427 3.687 0.023 0.048 0.028
H 2.157 0.897 5.012 0.024 -0.010 0.001
H 3.078 1.639 3.684 0.021 0.027 -0.018
H 2.853 -0.120 3.720 -0.008 0.013 -0.008
H -0.408 2.946 4.409 0.000 -0.001 -0.002
H -1.233 2.955 2.832 0.011 -0.002 -0.012
H 0.385 3.686 3.000 0.022 0.015 -0.018
H -0.966 -0.122 4.700 0.004 -0.002 0.000
H -0.207 -1.393 3.712 0.006 -0.001 -0.010
H -1.605 -0.476 3.076 -0.020 0.004 0.021
O 4.917 1.212 -0.238 0.065 0.057 0.022
C 3.758 0.982 -0.452 -0.016 -0.307 -0.030
O 2.957 0.521 0.514 -0.057 0.113 0.034
C 3.160 1.165 -1.823 -0.061 0.090 0.031
C 1.852 0.830 -2.159 -0.018 0.071 0.100
C 1.332 1.071 -3.422 -0.036 -0.002 0.002
C 2.148 1.643 -4.387 0.010 0.021 0.000
C 3.461 1.973 -4.076 -0.015 -0.018 0.007
C 3.961 1.738 -2.804 0.008 0.022 -0.009
H 1.160 0.267 -1.493 0.106 -0.132 -0.177
H 0.312 0.792 -3.656 0.017 0.003 0.007
H 1.760 1.826 -5.380 0.006 -0.001 -0.004
H 4.098 2.416 -4.829 0.002 0.004 0.003
H 4.979 1.997 -2.544 -0.005 -0.003 0.003
S -1.420 0.651 0.116 -0.132 0.036 0.145
Sb -1.762 -1.656 -0.191 -0.149 0.159 -0.104
C -1.519 -2.250 -2.178 0.025 -0.026 0.013
C -2.625 -2.720 -2.880 0.006 0.014 -0.001
C -2.470 -3.111 -4.203 0.006 0.005 -0.008
C -1.225 -3.033 -4.811 -0.008 0.002 0.008
C -0.123 -2.571 -4.102 -0.007 -0.001 0.002
C -0.265 -2.179 -2.781 0.030 -0.001 0.032
C -0.238 -2.486 0.987 0.097 -0.008 -0.126
C 1.012 -1.877 0.849 -0.080 0.228 0.347
C 2.091 -2.261 1.634 -0.022 -0.007 -0.073
C 1.923 -3.299 2.543 -0.016 -0.013 0.045
C 0.695 -3.934 2.659 0.024 -0.023 -0.008
C -0.390 -3.534 1.882 0.010 0.015 -0.013
C -3.737 -1.983 0.385 0.011 -0.033 0.041
C -4.108 -2.897 1.366 0.006 -0.027 0.017
C -5.450 -3.034 1.690 0.000 0.002 -0.005
C -6.406 -2.266 1.040 0.009 0.003 -0.006
C -6.029 -1.352 0.065 -0.004 -0.011 0.004
C -4.692 -1.205 -0.268 0.006 0.014 0.004
H -3.598 -2.791 -2.410 -0.003 0.001 0.008
H -3.323 -3.481 -4.755 0.001 0.000 -0.001
H -1.111 -3.343 -5.841 0.001 -0.001 0.001
H 0.849 -2.524 -4.575 0.004 0.000 -0.005
H 0.610 -1.838 -2.237 -0.043 -0.027 -0.021
H 1.226 -1.203 -0.007 -0.053 0.055 -0.099
H 3.044 -1.764 1.515 0.028 0.024 -0.041
H 2.757 -3.622 3.152 -0.002 0.004 0.004
H 0.573 -4.748 3.361 0.004 -0.005 -0.010
H -1.332 -4.052 1.991 0.008 0.007 -0.001
H -3.378 -3.503 1.884 -0.011 0.012 -0.013
H -5.748 -3.744 2.449 -0.001 0.001 -0.002
H -7.451 -2.379 1.296 0.001 0.002 0.001
H -6.777 -0.753 -0.438 0.001 -0.002 0.000
H -4.407 -0.483 -1.026 0.002 0.000 0.002
N -0.393 3.277 -1.165 -0.044 0.009 -0.049
C 0.651 3.662 -0.420 0.053 0.063 0.047
C 1.013 5.029 -0.406 0.006 0.004 -0.013
C 2.087 5.457 0.314 -0.013 0.004 -0.027
C 2.836 4.520 1.042 0.013 -0.022 0.027
C 2.446 3.219 1.014 0.039 -0.034 0.064
N 1.356 2.770 0.315 -0.381 0.158 -0.169
H -0.893 3.971 -1.692 0.002 -0.002 -0.013
H -0.692 2.318 -1.241 0.033 0.037 -0.003
H 0.420 5.718 -0.992 0.004 -0.006 -0.002
H 2.361 6.503 0.313 0.000 -0.002 0.005
H 3.716 4.798 1.603 -0.010 0.007 0.002
H 3.016 2.455 1.519 -0.012 0.006 0.046
```
Forces are in eV/Å.

Output
E_tot: -68599.6898 eV
charge: +2
ΔE to the lowest compared entry with this formula, charge and spin: 0.0 kJ/mol
orbital gap: 7.658 eV